Entry 1:
The following is a DFT calculation (the ωB97M-V functional and the def2-TZVPD basis) of C35H34BrFeIN5O3P2S2Te as an isolated structure.

Output
net charge = -1
ΔE to the lowest compared entry with this formula, charge and spin = 0.00 kcal/mol

Last column: Mulliken charge in e.
CARTESIAN COORDINATES (ANGSTROEM)
Fe 1.14079 -0.48516 -1.37431  -0.2451
C 1.05411 -3.81167 -2.53176  -1.3401
P 0.73365 -2.03615 -2.88845  1.5618
C 1.51040 -1.89965 -4.52801  -1.4256
C -1.05720 -2.00886 -3.29704  -0.6306
C -1.64886 -2.88721 -4.20436  -0.7604
C -3.00433 -2.81425 -4.47186  -0.7545
C -3.78519 -1.85283 -3.83837  -0.8083
C -3.20642 -0.97768 -2.93633  -0.7627
C -1.84257 -1.05220 -2.65248  -0.0615
P -1.02141 0.08455 -1.46019  1.9006
C -2.13299 -0.04839 -0.00118  -1.1751
C -1.48873 1.73477 -2.11085  -1.4345
H 0.24481 -4.26226 -1.96236  0.3482
H 1.97651 -3.89264 -1.95624  0.3578
H 1.17686 -4.36551 -3.46303  0.5340
H 1.07585 -2.63208 -5.20979  0.5451
H 2.57589 -2.09715 -4.40389  0.4218
H 1.37885 -0.89202 -4.91543  0.3517
H -1.04394 -3.63363 -4.70629  0.3704
H -3.45580 -3.50123 -5.17629  0.4013
H -4.84506 -1.78986 -4.04943  0.4087
H -3.82161 -0.22798 -2.45203  0.3876
H -3.18129 0.00231 -0.29734  0.4650
H -1.93096 0.77367 0.68533  0.4111
H -1.96030 -0.96936 0.54706  0.1795
H -2.42142 2.07943 -1.66166  0.4897
H -1.59931 1.68152 -3.19257  0.4426
H -0.69048 2.44334 -1.90263  0.4328
N 1.30800 1.35882 -3.84970  -0.9754
C 1.30328 0.70967 -2.88801  0.4452
Te 3.65316 -1.33430 -1.37801  0.3023
C 4.87874 0.21422 -2.15785  0.0538
C 4.64521 0.83181 -3.38209  -0.0263
C 5.46555 1.86751 -3.81053  -0.5872
C 6.53541 2.29002 -3.03484  -0.4336
C 6.78221 1.66742 -1.81914  -0.5616
C 5.95622 0.64062 -1.38259  -0.4721
H 3.80578 0.53402 -3.99507  0.2549
H 5.25488 2.35033 -4.75717  0.3818
H 7.16838 3.10152 -3.37187  0.3686
H 7.61248 1.98669 -1.20070  0.3598
H 6.14303 0.17433 -0.42292  0.3118
S -1.27132 0.02841 6.11623  -0.1230
C -1.38791 1.50526 5.26319  -0.3631
C -0.61057 1.45811 4.15011  -0.4278
N 0.07892 0.28759 3.96041  -0.2277
C -0.17490 -0.54253 4.93075  0.2199
H -2.00493 2.31735 5.60901  0.4089
H -0.49347 2.26237 3.43961  0.3558
H 0.25090 -1.52900 5.02778  0.1816
O -0.71398 -3.19441 8.06122  -0.6838
S 0.55562 -3.66745 7.53724  1.2080
O 1.48870 -2.61802 7.17433  -0.6683
O 1.13840 -4.79078 8.23892  -0.7056
C 0.03187 -4.37336 5.94091  0.0547
N -0.70144 -5.48907 5.99323  -0.4822
C -1.13985 -5.96017 4.83998  -0.3650
C -0.88140 -5.34276 3.62409  -0.6971
C -0.10663 -4.19624 3.67778  -0.0288
N 0.35714 -3.72252 4.83020  -0.2391
C 0.24770 -3.40591 2.46589  1.6989
C 1.29299 -2.49809 2.50042  -1.0399
C 1.55554 -1.70983 1.39423  -0.5251
N 0.83175 -1.74558 0.26749  0.8204
C -0.17448 -2.63558 0.24414  -1.3481
C -0.48679 -3.47901 1.28659  -1.3140
H -1.72533 -6.87409 4.88085  0.4012
H -1.24963 -5.76240 2.69931  0.3687
H 1.88651 -2.40019 3.39726  0.5898
H 2.37708 -1.00923 1.41168  0.5060
H -0.79389 -2.64284 -0.63876  0.9688
H -1.33202 -4.14481 1.18102  0.3665
Br 3.87675 4.54109 0.85457  -0.2211
C 1.99507 4.39175 0.97126  0.2852
C 1.27873 5.52137 1.34438  -0.4337
C -0.10213 5.46942 1.43299  -0.6076
C -0.76725 4.28590 1.15001  -0.6313
C -0.04426 3.16170 0.78780  -0.2920
C 1.33924 3.19829 0.69258  -0.3698
I 2.38639 1.47063 0.11980  0.6573
H 1.81165 6.43663 1.56130  0.3866
H -0.65349 6.35327 1.72509  0.3640
H -1.84615 4.23157 1.22027  0.4116
H -0.54982 2.23315 0.57998  0.5064

Forces on atoms 1 to 2 (eV/Å):
-0.1 0.2 0.0
-0.1 0.0 0.0

Entry 2:
The following is a DFT calculation (the ωB97M-V functional and the def2-TZVPD basis) of a 3-piece molecular cluster, C31H22Br2IO4P overall.

Output
SMILES string = O=C1c2ccccc2C(=O)c2ccccc21.O=C1c2ccccc2C(=O)c2ccccc21.C/C(Br)=C(\Br)[PH3]I

Last column: Mulliken charge in e.
CARTESIAN COORDINATES (ANGSTROEM)
C 0.37897 -3.39574 -0.17928  -1.5233
C 1.54572 -3.17259 -1.07550  0.8140
Br 1.13130 -3.47207 -2.92543  -0.1744
C 2.78822 -2.80652 -0.76453  -0.3034
Br 3.23808 -2.54930 1.07337  -0.1317
P 4.23827 -2.48140 -1.94526  0.0655
I 6.19972 -1.99997 -3.55943  -0.2980
H 0.68244 -3.59873 0.83714  0.4583
H -0.30654 -2.55465 -0.20788  0.3023
H -0.17157 -4.26026 -0.53741  0.4852
H 3.40352 -1.95123 -2.92292  0.0686
H 4.79418 -1.57295 -1.04627  0.0906
H 4.65431 -3.81212 -1.91833  0.1610
C -2.78743 -3.33444 -2.16095  -0.3454
C -3.06479 -2.47460 -3.21844  -0.7171
C -4.18989 -1.66963 -3.18188  -0.5853
C -5.04867 -1.72773 -2.09155  0.2314
C -4.78026 -2.60541 -1.03936  0.2867
C -3.64230 -3.40064 -1.07481  -0.7188
C -5.70798 -2.71711 0.12209  0.5496
O -5.46978 -3.47491 1.03850  -0.6600
C -6.93778 -1.87620 0.12043  0.2106
C -7.84398 -2.00050 1.16539  -0.5581
C -8.98523 -1.21823 1.18639  -0.4687
C -9.22323 -0.30182 0.16737  -0.4724
C -8.32604 -0.17670 -0.87884  -0.5753
C -7.18516 -0.96768 -0.91124  0.1703
C -6.24643 -0.84039 -2.06174  0.6138
O -6.45154 -0.04164 -2.95034  -0.6551
H -1.90283 -3.95618 -2.18850  0.5635
H -2.39936 -2.43283 -4.07060  0.3895
H -4.40921 -0.99516 -3.99751  0.4794
H -3.43480 -4.07017 -0.25144  0.4949
H -7.65185 -2.71175 1.95619  0.4715
H -9.69225 -1.31959 1.99876  0.3993
H -10.11300 0.31295 0.18953  0.3981
H -8.50699 0.53063 -1.67576  0.4740
C 6.29276 5.87436 3.87390  -0.4745
C 7.00089 6.08080 2.69457  -0.4733
C 6.68443 5.35767 1.55790  -0.5620
C 5.66418 4.41647 1.59737  0.2175
C 4.96673 4.19489 2.78693  0.1737
C 5.27885 4.93380 3.92070  -0.5702
C 3.89691 3.16087 2.86632  0.5511
O 3.28606 2.97091 3.89636  -0.6585
C 3.60291 2.35951 1.64357  0.3561
C 2.64616 1.35449 1.70814  -0.7707
C 2.35417 0.60801 0.58153  -0.5837
C 3.00666 0.87112 -0.61894  -0.6877
C 3.96326 1.86798 -0.68971  -0.8001
C 4.27148 2.61044 0.44353  0.2436
C 5.32631 3.65988 0.35852  0.5662
O 5.89524 3.88844 -0.68708  -0.6528
H 6.53696 6.44674 4.75874  0.3963
H 7.80007 6.80915 2.66372  0.4000
H 7.22718 5.51693 0.63688  0.4741
H 4.72779 4.76524 4.83509  0.4733
H 2.13931 1.15909 2.64281  0.4860
H 1.61243 -0.17466 0.63086  0.6456
H 2.76667 0.29178 -1.50269  0.7490
H 4.47676 2.07333 -1.61896  0.5100

Forces on atoms 1 to 2 (eV/Å):
-0.1 -0.4 -0.3
0.4 0.2 0.1

Entry 3:
The following is a DFT calculation (the ωB97M-V functional and the def2-TZVPD basis) of a 2-piece molecular cluster, CH3PS overall.

Output
ΔE to the lowest compared entry with this formula, charge and spin = 33.90 kcal/mol

Last column: Mulliken charge in e.
CARTESIAN COORDINATES (ANGSTROEM)
C 0.51450 0.17841 -0.58653  -0.9436
P -0.42453 0.50336 1.68622  0.2731
S -1.85941 -0.71466 1.70284  -0.1556
H 0.49989 -0.95939 -0.75844  0.2623
H -0.25854 0.39147 -1.40886  0.2704
H 1.52810 0.60082 -0.63523  0.2934

Forces on atoms 1 to 2 (eV/Å):
-2.1 -1.9 0.5
1.3 -0.3 -3.0

Entry 4:
The following is a DFT calculation (the ωB97M-V functional and the def2-TZVPD basis) of C6H9NS as an isolated structure.

Output
ΔE to the lowest compared entry with this formula, charge and spin = 165.19 kcal/mol

Last column: Mulliken charge in e.
CARTESIAN COORDINATES (ANGSTROEM)
C 0.20824 1.51127 0.87947  -0.3870
C 0.96450 1.78867 -0.48904  -0.6490
C -0.28375 0.95722 -0.39341  -0.3996
C -0.53298 -0.52906 -0.89315  0.7292
C -1.30116 -0.96902 0.26896  -0.3986
C -2.31240 -0.80502 1.21035  -0.5412
H 1.18657 1.22559 2.84820  0.2952
H -0.10147 0.00362 1.97058  0.3006
H -0.38828 2.24510 1.33683  0.3481
H 0.92831 2.80280 -0.90788  0.2705
H 1.78933 1.06378 -0.66498  0.1963
H -1.18712 1.56547 -0.40785  0.3700
H -1.25674 -0.23252 -1.75008  0.2678
H 1.23167 -1.28221 0.10074  0.1968
H -2.98251 -1.13876 2.03981  0.3312
N 0.85788 0.56627 1.76635  -0.6584
S 0.89502 -1.37132 -1.27681  -0.2719

Forces on atoms 1 to 2 (eV/Å):
3.6 -1.3 -1.2
-0.9 -0.6 1.1

Entry 5:
The following is a DFT calculation (the ωB97M-V functional and the def2-TZVPD basis) of C27H32Cl6CuN5O2 as an isolated structure.

Last column: Mulliken charge in e.
CARTESIAN COORDINATES (ANGSTROEM)
Cu -0.02410 -0.07493 0.43263  -0.7617
Cl -1.74241 1.02129 3.03678  -0.2571
C -2.59658 -0.04170 1.94757  1.9251
C -1.96668 -0.44996 0.77035  -2.0425
C -2.74966 -1.30003 -0.01121  2.0384
Cl -2.07488 -1.89882 -1.49756  -0.2579
C -4.03723 -1.71453 0.32210  -0.5559
Cl -4.93134 -2.78347 -0.69488  -0.1876
C -4.61203 -1.26510 1.50705  0.7356
Cl -6.20288 -1.75408 1.95148  -0.1942
C -3.88107 -0.42185 2.33758  -0.6407
Cl -4.57231 0.11443 3.82602  -0.1904
C 1.57648 -2.16946 -2.05431  -0.5886
C 1.06803 -0.82348 -2.52268  -0.7054
O 1.21264 0.12691 -1.45190  -0.3365
H 1.57556 -2.87915 -2.88142  0.3477
H 0.93391 -2.54627 -1.26052  0.0726
H 2.59209 -2.06388 -1.66835  0.2406
H 0.02054 -0.89931 -2.81679  0.3170
H 1.64821 -0.47273 -3.38251  0.3895
H 0.80328 0.95439 -1.72827  0.2475
C 4.47058 -4.43708 4.25080  -1.6924
C 3.31904 -5.01596 5.07625  1.7289
C 3.50779 -4.51374 6.52070  -1.8997
C 3.47291 -6.54448 5.08152  -1.7496
C 1.87320 -4.65184 4.56878  2.3917
O 0.92887 -5.05437 5.57154  -0.7270
C 1.42554 -5.35911 3.27552  -2.4154
C 2.27346 -5.22954 2.00885  0.4072
C 1.56217 -5.67082 0.74679  0.0722
C 2.01888 -5.19620 -0.48108  -0.3015
C 1.45829 -5.62156 -1.67287  -0.8713
C 0.41420 -6.53210 -1.64615  0.3754
Cl -0.27654 -7.09149 -3.13383  -0.2367
C -0.07474 -7.00340 -0.44105  -1.0455
C 0.50324 -6.57196 0.74499  -0.2672
C 1.51017 -3.14026 4.48129  -2.6925
N 1.66264 -2.46399 3.20809  1.3787
C 0.71659 -2.28407 2.27381  -0.7622
N 1.20107 -1.58445 1.26855  0.9905
C 2.47582 -1.32181 1.65687  -0.9478
N 2.78879 -1.82944 2.82615  -0.7682
H 5.40562 -4.64463 4.77607  0.5648
H 4.38808 -3.36485 4.12830  0.2933
H 4.54201 -4.89027 3.26204  0.2103
H 4.36776 -5.01390 6.96823  0.5013
H 2.63555 -4.71480 7.13851  0.3595
H 3.70672 -3.44095 6.54737  0.3867
H 4.47760 -6.79982 5.41971  0.4917
H 3.34307 -6.97059 4.08594  0.2787
H 2.77005 -7.03113 5.76419  0.4268
H 1.06156 -5.98819 5.76508  0.5774
H 0.41827 -4.98266 3.06998  0.2846
H 1.31172 -6.41889 3.51588  1.0387
H 3.17705 -5.83837 2.10132  0.5328
H 2.61126 -4.20364 1.86033  0.2192
H 2.83210 -4.47931 -0.50896  0.3542
H 1.83061 -5.25481 -2.61996  0.4539
H -0.89402 -7.70896 -0.42791  0.4215
H 0.10850 -6.96216 1.67396  0.3725
H 2.03276 -2.57681 5.25074  0.2221
H 0.44501 -3.10886 4.70588  0.4333
H -0.28312 -2.68655 2.33090  0.4420
H 3.17336 -0.76172 1.05589  0.4994
N 1.39177 1.61823 2.44420  0.2765
C 2.26494 2.59343 2.75890  -0.1647
C 2.70469 3.12426 1.57035  -0.9209
C 2.02203 2.39513 0.58221  -0.3611
N 1.22434 1.48872 1.12705  -0.1691
H 0.81138 1.08028 3.06653  0.0678
H 2.50471 2.83798 3.77953  0.4575
H 3.41100 3.92344 1.43061  0.3976
H 2.09864 2.49403 -0.48714  0.4892

Forces on atoms 1 to 2 (eV/Å):
-0.6 0.0 0.1
0.2 0.2 0.2

| no. | HOMO energy (eV) | Kohn-Sham gap (eV) | E_LUMO (eV) |
| --- | --- | --- | --- |
| 1 | -5.2 | 6.83 | 1.5971 |
| 2 | -9.1 | 7.95 | -1.1064 |
| 3 | -8.3 | 6.90 | -1.3985 |
| 4 | -9.0 | 9.42 | 0.3834 |
| 5 | -7.6 | 7.98 | 0.3822 |